Entry 1:
C31H43Br52ClFO8P3 as an isolated structure in a non-equilibrium geometry, computed with ωB97M-V with the def2-TZVPD basis set.

Output
HOMO-LUMO gap: 6.9 eV
net charge: 0
LUMO energy: -0.294 eV
energy: -3734530.7398 eV

```
139
Properties=species:S:1:pos:R:3:forces:R:3:lowdin_charge:R:1
Br 3.637582 2.163814 -0.510286 0.018 -0.138 -0.148 0.942
Br -1.730753 -5.462766 0.702707 0.032 -0.074 -0.029 0.598
Br 6.934237 -0.989906 4.133449 -0.061 -0.003 0.042 0.567
Br 6.950023 -5.098912 0.390817 0.257 0.014 -0.278 0.532
Br 0.287760 -7.533399 -6.421559 -0.057 0.063 0.101 0.591
Br -2.832486 4.192906 6.555699 0.014 -0.068 -0.011 0.559
Br -9.738595 1.446852 -6.173480 0.001 0.169 0.131 0.548
Br 3.089899 6.209767 6.787990 0.051 -0.031 -0.057 0.563
Br -0.210070 1.934877 12.662196 0.003 0.032 -0.068 0.578
Br -6.210712 3.141662 -4.608319 0.075 0.115 -0.014 0.574
Br 1.263460 -6.089133 -3.744053 -0.028 -0.019 -0.153 0.564
Br 5.855653 -1.701482 9.054048 0.000 0.063 0.047 0.568
Br -4.423685 1.789040 5.184666 0.016 0.051 0.030 0.565
Br -1.877722 -8.417510 -0.496151 0.039 0.068 -0.021 0.569
Br -3.622368 4.894007 -5.311719 -0.056 0.065 -0.014 0.570
Br 2.838122 -0.657360 9.030213 0.222 -0.087 0.043 0.514
Br -8.692334 -1.977748 -4.115901 -0.028 -0.071 -0.119 0.580
Br 5.394463 -6.848302 2.649998 -0.237 -0.198 0.057 0.535
Br -3.246421 1.446511 8.122681 -0.006 -0.013 -0.056 0.568
Br -1.304163 -0.197876 -7.913508 0.024 0.098 -0.024 0.605
Br -11.805227 -2.125495 -4.751381 0.069 -0.016 -0.018 0.568
Br 1.246237 10.101263 0.441883 -0.027 -0.057 0.072 0.582
Br 7.186436 -3.990039 -2.588182 -0.001 0.011 0.067 0.572
Br -0.636629 1.114721 4.130101 0.086 0.035 0.056 0.591
Br -1.190951 4.013483 10.453930 0.063 -0.004 0.013 0.550
Br -3.263808 5.534098 2.631641 0.001 -0.010 0.027 0.539
Br -4.343058 7.850075 4.535382 0.049 -0.041 -0.070 0.572
Br 4.931356 -2.914757 2.598338 0.072 0.152 0.385 0.663
Br -0.922895 2.824549 -6.995475 0.017 -0.018 0.004 0.581
Br -3.368182 8.542106 1.579223 0.006 -0.062 0.053 0.562
Br -1.839937 -6.411858 -4.308383 0.187 -0.068 -0.155 0.539
Br 4.029895 5.949960 3.754471 0.022 0.049 0.086 0.532
Br 3.975494 -9.612721 3.341764 0.018 0.049 -0.060 0.581
Br 0.684571 1.189087 7.023598 -0.025 -0.006 -0.068 0.544
Br -4.120263 -2.784210 -5.511949 0.019 -0.003 0.074 0.559
Br 1.338977 7.086214 1.471077 -0.143 0.017 -0.048 0.547
Br 3.801181 -2.730797 11.254807 -0.001 0.040 -0.056 0.573
Br 0.938524 -6.951183 -0.192526 -0.077 -0.055 0.195 0.529
Br 4.289255 -8.722304 0.298313 0.017 0.096 0.063 0.562
Br -3.311006 2.001786 -4.068750 -0.057 -0.164 -0.653 0.656
Br 1.823185 2.973039 10.442050 -0.065 0.015 0.009 0.550
Br 2.156876 2.589618 4.569503 -0.018 -0.029 0.047 0.611
Br 4.160278 -1.772552 5.516149 0.047 0.023 -0.205 0.575
Br 0.268518 9.396078 3.393354 0.020 -0.023 -0.024 0.587
Br -5.916338 -4.935080 -7.042222 0.063 -0.033 0.035 0.571
Br -10.964661 4.175621 -7.262880 0.025 -0.030 0.053 0.573
Br 6.008950 5.116404 6.110244 -0.097 0.022 -0.023 0.580
Br -9.820364 4.055609 -4.294874 -0.025 -0.143 -0.118 0.551
Br -4.995632 -5.450633 -4.028775 -0.235 0.059 0.010 0.537
Br -9.713964 -3.285832 -6.858323 0.035 0.088 0.166 0.569
Br 8.255836 -2.245457 -0.140133 -0.072 -0.071 -0.033 0.582
Br 1.627884 1.005049 -7.551821 -0.075 0.013 -0.013 0.610
Cl -2.182480 0.283953 1.124486 0.234 0.626 -0.492 0.278
P -1.435475 -1.198484 -2.856379 -1.208 -0.289 -0.642 0.949
P -2.795344 0.446989 -0.856665 -1.230 -0.801 -1.220 0.599
P 1.687508 1.726694 -2.973070 2.899 -2.203 -0.523 0.948
F 0.983714 3.474124 0.207657 0.360 -0.113 -0.117 -0.051
O 4.477680 -0.946870 0.119425 -0.087 0.898 0.036 -0.039
O 0.032926 0.323720 -1.216670 -0.297 0.984 -0.175 -0.229
O 0.628762 -1.388499 1.225675 0.582 0.280 0.143 0.073
O 2.310462 -0.397866 -0.806235 0.950 0.838 0.073 -0.099
O 2.052435 3.326491 -3.179536 -1.308 -0.133 0.154 -0.282
O 2.396670 -0.969187 2.540815 -2.205 1.163 -2.112 0.012
O 0.623659 1.178528 -4.124374 -0.759 1.384 0.672 -0.315
O -3.445136 1.949680 -1.110908 0.764 0.148 1.570 -0.432
C 0.889899 1.454215 -1.232600 0.355 0.952 -0.111 -0.462
C -5.481991 -4.131460 -5.350868 0.017 0.085 -0.021 -1.628
C -3.133171 7.395649 3.106909 0.030 0.053 -0.009 -1.654
C 1.611179 -0.566420 1.664460 1.887 -1.389 1.992 -0.476
C 3.471184 -3.425155 -0.108648 -0.215 0.519 -0.741 -0.027
C 5.573239 -2.343841 4.324274 -0.092 -0.190 0.043 -1.580
C 7.980308 -4.021942 -0.830341 -0.026 0.078 0.044 -1.608
C 0.350184 -1.946077 -4.839107 -0.204 0.668 0.326 -0.169
C -0.497502 3.658622 -1.613099 0.804 0.245 0.308 -0.014
C -10.094274 -2.974799 -4.993984 -0.053 0.019 -0.036 -1.625
C -0.202125 1.375948 -8.037832 0.014 -0.099 -0.030 -1.599
C 5.053067 -8.657350 2.064169 0.036 0.003 0.068 -1.619
C 2.112441 0.938111 -0.365047 -1.370 -0.434 0.403 -0.677
C 3.595256 -0.970537 -0.966818 2.439 -2.899 -1.875 -0.583
C 1.476068 8.942163 1.961647 0.050 -0.031 -0.044 -1.629
C 0.240326 -1.843822 -3.288556 -0.054 0.114 -0.889 -0.385
C 4.023617 -2.124716 9.438725 -0.086 -0.069 0.013 -1.647
C -2.081622 -2.437032 -1.624476 0.912 0.467 -0.147 -0.329
C -0.009201 2.545992 10.846583 0.012 -0.036 -0.010 -1.650
C -0.091569 -7.189775 -4.566032 0.024 0.076 0.072 -1.608
C 3.256435 -2.482016 -1.117942 -0.463 0.151 0.672 -0.033
C 0.181745 2.693387 -0.625122 -1.295 0.016 0.014 -0.329
C 4.319784 -0.620173 -2.296524 -0.058 0.461 0.650 -0.025
C 1.719786 0.866141 1.143915 0.149 -0.498 -0.005 -0.098
C -1.222343 0.418794 -1.916289 0.606 -1.253 1.074 -0.656
C -4.397512 3.580235 -4.136824 -0.026 -0.119 0.086 -1.604
C 0.466705 2.114167 5.353157 -0.047 0.112 -0.046 -1.589
C -3.983541 2.671558 6.837013 -0.010 -0.018 0.003 -1.613
C -10.679301 3.069042 -5.712801 -0.025 -0.014 -0.058 -1.630
C -0.945167 -6.730632 -0.515238 0.072 0.081 -0.040 -1.650
C 4.580913 6.289252 5.569806 0.021 -0.059 0.031 -1.634
H 4.208002 -0.344957 0.822103 -0.032 -0.090 0.077 0.070
H -1.052190 -6.322572 -1.512478 -0.013 -0.007 0.014 -0.104
H -0.203237 1.689472 -9.071828 0.011 0.005 0.008 -0.030
H 2.026507 3.820043 -2.348322 -0.049 0.139 -0.124 0.024
H -1.268000 1.183065 -2.685978 0.268 0.254 0.284 -0.024
H 2.642926 -3.792659 0.502259 -0.243 -1.697 -1.434 0.065
H 3.587634 -0.427647 -3.076792 0.059 0.119 -0.008 0.047
H -1.474561 -2.442844 -0.715449 -0.313 -0.106 0.188 0.015
H 0.420673 -1.213104 0.293852 -0.055 0.431 0.052 0.081
H -3.138131 -2.270074 -1.438953 0.065 -0.069 0.152 0.011
H 4.909720 -1.493866 -2.576785 0.108 0.085 0.064 0.065
H 0.345435 -2.854372 -2.907889 0.061 -0.026 0.543 0.053
H 0.140423 4.545017 -1.672624 -0.108 0.019 -0.061 0.087
H 4.992737 0.225212 -2.167418 -0.110 0.097 -0.215 0.058
H 3.744157 -2.945168 8.792759 -0.008 0.020 -0.014 -0.036
H 0.777769 1.358959 1.373565 -0.024 0.099 -0.164 0.080
H 0.145111 -2.953152 -5.202057 0.176 -0.010 0.012 0.060
H 2.858721 -2.780737 -2.094892 -1.903 0.470 0.737 0.107
H -4.416765 4.009683 -3.144517 0.002 -0.015 0.000 -0.028
H -0.610802 2.309323 0.027336 0.210 -0.204 0.082 0.101
H -0.589289 3.286232 -2.630490 -0.339 -0.152 0.080 0.062
H 1.323908 -1.579055 -5.165514 0.077 -0.342 -0.116 0.058
H -0.056245 3.036361 5.567024 -0.020 -0.020 0.009 -0.059
H -11.653050 2.777038 -5.347227 0.011 -0.012 0.001 -0.032
H -0.385066 -1.281010 -5.298132 0.086 -0.081 -0.059 -0.012
H 2.478728 9.098766 2.333796 -0.008 -0.010 0.017 -0.034
H -1.440545 3.993316 -1.194095 -0.208 -0.048 -0.243 0.079
H -4.907538 3.047389 7.251855 0.013 0.028 -0.008 -0.029
H 4.966430 7.297792 5.602709 -0.006 -0.003 -0.002 -0.033
H -1.942956 -3.400363 -2.107167 -0.067 -0.185 -0.105 0.015
H -0.297183 1.726655 10.201798 0.000 0.018 -0.018 -0.055
H 1.043402 -1.211797 -2.913132 -0.119 -0.113 0.260 0.041
H -2.129781 7.560130 3.475281 0.009 -0.010 -0.031 -0.080
H 0.611778 1.731774 -4.922013 -0.114 -0.032 -0.009 -0.028
H 4.464623 -3.843541 0.033780 0.400 1.468 1.644 -0.025
H -3.286294 2.506404 -0.332070 -0.099 0.250 -0.207 0.038
H 6.035176 -3.199181 4.796213 0.070 0.056 0.017 -0.033
H 6.006866 -9.162025 2.010550 0.005 0.021 0.013 -0.029
H -6.377175 -3.640275 -4.994616 -0.001 -0.010 0.019 -0.093
H -10.148795 -3.942300 -4.516187 0.024 0.013 0.015 -0.029
H 2.494350 1.339039 1.740441 -0.115 -0.013 0.100 0.070
H 8.951805 -4.484423 -0.927387 -0.008 0.001 -0.024 -0.032
H -0.089867 -8.144275 -4.057613 0.034 0.019 0.018 -0.025
```
Positions in Å, forces in eV/Å.

=====

Entry 2:
A 2-piece molecular cluster, C4H8O4 overall in a non-equilibrium geometry, computed with ωB97M-V with the def2-TZVPD basis set.

Output
HOMO-LUMO gap: 10.3 eV
net charge: 0
LUMO energy: 0.566 eV
energy above the lowest of the compared OMol25 structures with the same formula, charge and spin: 130.8 kcal per mole
energy: -12463.4884 eV

```
16
Properties=species:S:1:pos:R:3:forces:R:3:lowdin_charge:R:1
O 2.553126 -0.328559 0.062375 0.142 -0.072 0.939 0.028
O 0.553223 -0.087001 1.034910 0.488 0.123 -0.046 -0.166
O -0.748359 -0.621419 1.245974 -0.237 0.446 -0.409 -0.019
O -1.162942 -0.553106 -0.985780 0.063 0.052 0.286 0.083
C 1.651108 0.447910 -0.481890 -0.855 -0.732 -0.362 -0.217
C -1.503746 -0.790067 0.148124 0.131 -0.103 -0.078 -0.533
C -2.851974 -1.341701 0.536771 -0.029 0.018 -0.007 0.017
C 1.989439 1.879431 -0.684769 -0.291 -0.052 0.409 -0.009
H 1.073765 2.469511 -0.634507 0.072 0.023 -0.042 0.097
H -3.623465 -0.685460 0.134190 0.050 0.015 0.029 0.090
H -2.963830 -1.429820 1.614487 0.016 0.000 -0.037 0.082
H -2.982458 -2.317566 0.068297 0.068 0.027 0.023 0.091
H 2.712578 2.221031 0.052716 -0.044 -0.003 0.007 0.093
H 1.963585 -0.846956 0.731982 0.466 0.182 -0.803 0.149
H 0.932157 -0.017449 -1.153799 0.007 0.203 0.055 0.114
H 2.407793 2.001222 -1.689081 -0.046 -0.127 0.036 0.100
```
Positions in Å, forces in eV/Å.

=====

Entry 3:
C5H6AlCl2GdO4S as an isolated structure in a non-equilibrium geometry, computed with ωB97M-V with the def2-TZVPD basis set.

Output
HOMO-LUMO gap (spin up / spin down): 6.2 / 6.8 eV
net charge: +4
LUMO energy (spin up / spin down): -17.890 / -17.313 eV
energy: -76736.7443 eV
spin multiplicity: 8

```
20
Properties=species:S:1:pos:R:3:forces:R:3:lowdin_charge:R:1
Gd 3.807745 0.400389 -2.306226 0.635 -0.033 0.147 1.369
Cl 0.909125 0.378028 -2.282587 -1.285 0.182 2.523 0.232
Cl 4.044423 0.564058 0.101170 -0.368 0.030 -0.404 0.105
S -2.418614 -1.450721 1.413241 -0.807 -0.402 0.323 1.126
Al -0.245667 0.508879 -0.194242 0.081 -3.854 0.179 0.663
O 6.761664 1.010538 -4.765722 -9.100 -1.105 2.690 0.151
O -1.190944 -0.563954 0.980839 3.755 3.165 -2.704 -0.505
O -2.793677 2.244399 -0.339315 7.221 -4.582 -0.057 0.339
O 7.528968 0.402290 -2.161283 -6.343 -0.514 1.199 0.213
C -3.795112 -0.564072 0.747440 -1.127 -0.465 0.365 -0.218
C -1.794727 1.608154 -0.339589 -8.644 6.604 -0.344 0.155
C -2.561122 -1.097225 3.137325 -0.180 -0.479 0.645 -0.173
C 5.635231 0.860001 -4.357753 8.804 1.385 -3.669 0.035
C 6.370546 0.329494 -2.039148 7.145 0.216 -0.348 -0.089
H -1.634742 -1.285627 3.686729 0.153 -0.152 -0.413 0.102
H -4.572148 -1.320333 0.978800 -0.243 0.493 -0.190 0.112
H -3.795518 -0.449062 -0.338312 0.301 -0.459 -0.013 0.087
H -4.059655 0.391622 1.219724 0.289 -0.395 0.260 0.096
H -3.266109 -1.859931 3.493315 -0.133 0.071 0.018 0.110
H -2.929666 -0.106927 3.365593 -0.153 0.293 -0.209 0.091
```
Positions in Å, forces in eV/Å.

=====

Entry 4:
A 2-piece molecular cluster, C11H20B2NO5 overall in a non-equilibrium geometry, computed with ωB97M-V with the def2-TZVPD basis set.

Output
HOMO-LUMO gap: 4.5 eV
net charge: -1
LUMO energy: 2.882 eV
energy above the lowest of the compared OMol25 structures with the same formula, charge and spin: 7.2 kcal per mole
energy: -24814.9652 eV

```
39
Properties=species:S:1:pos:R:3:forces:R:3:lowdin_charge:R:1
O 1.346926 2.926383 -2.734056 0.062 0.292 -0.066 -0.124
O 0.983128 -4.406238 1.664836 0.054 0.305 -0.005 0.131
O 1.098795 -1.627738 2.248581 -0.044 0.009 -0.086 0.054
O 0.240062 -3.356386 -0.395979 0.030 -0.338 0.001 0.035
O -1.085397 -5.010142 0.707616 0.196 -0.206 -0.163 0.139
N 1.909420 -0.255206 0.418718 -1.912 0.641 0.177 -0.066
C -2.617781 -0.057496 -0.677299 0.041 0.524 0.256 -0.046
C -3.071649 1.238074 -0.860724 0.020 -0.043 0.087 -0.110
C -2.167686 1.852227 1.271726 -0.099 0.180 -0.136 -0.106
C -1.948790 -0.420992 0.497985 -0.307 -0.388 -0.153 -0.237
C 2.062986 0.829397 1.416919 0.791 -0.374 0.074 -0.098
C -2.844518 2.210312 0.114212 0.210 -0.369 0.162 -0.127
C 1.537694 0.352028 -0.884408 0.943 0.133 0.438 -0.113
C -1.480657 -1.845208 0.663990 0.638 0.836 -0.298 -0.199
C 2.427388 3.815328 -2.964783 -0.157 -0.192 -0.122 -0.169
C -1.736200 0.540670 1.475046 -0.095 0.251 -0.300 -0.047
C -0.139634 -1.900258 -0.084568 -0.100 0.233 0.179 -0.118
B 0.052797 -4.204284 0.633911 0.047 -0.078 0.226 -0.891
B 0.956877 -1.275303 0.870231 0.572 -0.142 -0.677 -0.562
H 2.251992 1.143569 -1.116973 0.178 0.046 0.022 0.054
H -1.422741 -2.021568 1.755751 -0.302 -0.464 0.083 0.106
H 1.589176 -0.370654 -1.685363 -0.322 -0.248 -0.020 0.075
H 1.884437 1.803474 0.972166 -0.038 0.124 -0.228 0.070
H -1.530430 -4.905976 -0.137956 -0.254 0.153 0.063 0.090
H -1.223273 0.277620 2.388728 0.061 -0.124 0.126 0.109
H 3.079241 0.834144 1.821132 0.081 0.106 0.075 0.069
H -1.983406 2.608117 2.023065 0.054 0.027 0.123 0.087
H -2.767641 -0.791859 -1.452110 0.045 -0.210 -0.057 0.107
H 1.099199 2.533129 -3.574600 -0.057 -0.110 0.051 0.079
H -2.225022 -2.481510 0.190030 -0.084 -0.326 0.115 0.108
H 3.294142 3.287035 -3.374648 0.054 0.076 0.022 0.074
H -3.607548 1.500730 -1.763106 -0.016 0.014 -0.105 0.085
H 2.141692 4.622159 -3.648261 0.081 0.047 0.023 0.069
H 0.560545 -4.272309 2.516688 -0.044 -0.228 0.109 0.091
H 1.387436 0.735834 2.263489 -0.069 -0.140 0.047 0.063
H 0.561577 0.824774 -0.824651 -0.275 -0.093 -0.249 0.076
H 2.703854 4.249283 -2.006695 -0.013 -0.014 0.026 0.076
H -3.181868 3.224615 -0.031708 -0.051 0.145 -0.014 0.081
H 1.864879 -2.205774 2.303069 0.081 -0.051 0.194 0.085
```
Positions in Å, forces in eV/Å.